No. 1
DFT (ωB97M-V/def2-TZVPD) results for a 11-piece molecular cluster, C44H121N11O11 overall in a non-equilibrium geometry.

Geometry (Å):
1 C -13.58 -19.58 -3.18
2 C -13.66 -18.93 -4.55
3 C -12.27 -18.39 -5.13
4 O -11.79 -17.38 -4.20
5 C -12.57 -16.23 -4.15
6 N -14.28 -19.97 -5.37
7 H -14.46 -20.04 -2.72
8 H -13.37 -18.71 -2.55
9 H -12.64 -20.10 -3.05
10 H -14.33 -18.08 -4.66
11 H -12.28 -18.26 -6.22
12 H -11.47 -19.11 -5.01
13 H -13.41 -16.33 -3.46
14 H -13.07 -15.87 -5.05
15 H -12.01 -15.33 -3.91
16 H -13.77 -20.84 -5.35
17 H -15.18 -20.14 -4.95
18 C -6.84 -13.33 -9.26
19 C -5.99 -12.10 -9.07
20 C -6.20 -11.33 -7.70
21 O -7.57 -10.89 -7.79
22 C -8.04 -10.20 -6.63
23 N -4.57 -12.45 -9.22
24 H -6.27 -14.16 -8.85
25 H -6.98 -13.65 -10.29
26 H -7.78 -13.15 -8.72
27 H -6.17 -11.36 -9.84
28 H -5.51 -10.49 -7.60
29 H -5.93 -12.03 -6.91
30 H -9.02 -9.76 -6.80
31 H -7.31 -9.42 -6.41
32 H -8.09 -10.84 -5.75
33 H -4.43 -13.11 -9.98
34 H -4.16 -11.60 -9.59
35 C -2.78 -16.37 -9.40
36 C -1.90 -15.15 -9.87
37 C -1.34 -14.48 -8.58
38 O -0.80 -15.40 -7.69
39 C -0.99 -15.28 -6.28
40 N -0.85 -15.47 -10.86
41 H -3.58 -15.90 -8.83
42 H -2.24 -17.10 -8.80
43 H -3.20 -16.83 -10.30
44 H -2.70 -14.55 -10.28
45 H -2.25 -14.02 -8.19
46 H -0.60 -13.72 -8.82
47 H -1.59 -16.11 -5.93
48 H -1.62 -14.43 -6.05
49 H -0.06 -15.07 -5.76
50 H -0.35 -16.08 -10.24
51 H -0.26 -14.66 -11.00
52 C -0.22 -15.98 -1.26
53 C -1.10 -17.13 -1.83
54 C -2.36 -17.52 -0.93
55 O -2.05 -17.78 0.38
56 C -3.16 -17.80 1.34
57 N -1.52 -16.61 -3.14
58 H 0.03 -16.25 -0.23
59 H -0.78 -15.06 -1.13
60 H 0.66 -15.70 -1.84
61 H -0.56 -18.06 -1.96
62 H -2.83 -18.38 -1.40
63 H -3.09 -16.71 -0.92
64 H -3.79 -16.91 1.29
65 H -2.72 -17.81 2.33
66 H -3.63 -18.73 1.03
67 H -0.83 -16.08 -3.66
68 H -2.29 -15.96 -3.15
69 C -5.63 -19.00 -10.02
70 C -6.10 -20.34 -9.53
71 C -5.21 -20.89 -8.38
72 O -3.93 -21.34 -8.80
73 C -2.86 -20.43 -8.36
74 N -7.50 -20.28 -9.07
75 H -5.13 -18.52 -9.18
76 H -6.50 -18.45 -10.38
77 H -4.86 -19.05 -10.79
78 H -6.22 -21.00 -10.39
79 H -5.57 -21.81 -7.94
80 H -5.24 -20.25 -7.50
81 H -2.86 -19.52 -8.96
82 H -1.91 -20.88 -8.66
83 H -2.73 -20.09 -7.33
84 H -7.92 -21.11 -8.66
85 H -7.64 -19.57 -8.36
86 C -6.41 -19.66 3.19
87 C -6.58 -19.14 1.81
88 C -6.48 -20.22 0.69
89 O -6.78 -19.69 -0.59
90 C -5.71 -18.85 -1.16
91 N -7.84 -18.46 1.81
92 H -6.34 -18.80 3.85
93 H -5.39 -20.02 3.29
94 H -7.19 -20.31 3.59
95 H -5.93 -18.29 1.63
96 H -7.11 -21.10 0.86
97 H -5.53 -20.75 0.72
98 H -5.49 -18.18 -0.33
99 H -6.10 -18.40 -2.07
100 H -4.87 -19.47 -1.46
101 H -7.73 -17.52 2.18
102 H -8.01 -18.43 0.82
103 C -7.14 -21.77 -4.22
104 C -7.98 -21.74 -5.53
105 C -7.93 -23.03 -6.29
106 O -8.25 -22.81 -7.69
107 C -8.35 -23.98 -8.60
108 N -9.32 -21.36 -5.14
109 H -7.22 -20.82 -3.68
110 H -6.12 -22.04 -4.49
111 H -7.47 -22.43 -3.42
112 H -7.50 -20.96 -6.13
113 H -8.70 -23.65 -5.84
114 H -7.04 -23.65 -6.24
115 H -7.35 -24.39 -8.76
116 H -8.80 -23.74 -9.56
117 H -9.05 -24.71 -8.20
118 H -9.58 -21.87 -4.31
119 H -9.94 -21.47 -5.93
120 C -7.80 -16.45 -6.74
121 C -7.45 -17.89 -6.41
122 C -7.04 -17.91 -4.96
123 O -6.04 -17.06 -4.41
124 C -4.63 -17.16 -4.87
125 N -8.69 -18.64 -6.72
126 H -8.44 -15.99 -5.99
127 H -8.42 -16.41 -7.64
128 H -6.85 -15.93 -6.82
129 H -6.62 -18.19 -7.06
130 H -6.71 -18.91 -4.70
131 H -7.92 -17.79 -4.32
132 H -4.17 -17.93 -4.25
133 H -4.16 -16.25 -4.51
134 H -4.38 -17.25 -5.92
135 H -8.73 -19.50 -6.19
136 H -9.52 -18.12 -6.48
137 C 0.58 -18.83 -4.65
138 C -0.13 -19.32 -5.90
139 C -0.02 -20.81 -5.85
140 O 1.34 -21.21 -6.05
141 C 1.64 -22.45 -5.49
142 N -1.46 -18.76 -5.83
143 H 0.23 -19.43 -3.80
144 H 0.61 -17.78 -4.37
145 H 1.62 -19.11 -4.77
146 H 0.25 -18.98 -6.86
147 H -0.66 -21.30 -6.58
148 H -0.37 -21.22 -4.91
149 H 2.68 -22.73 -5.68
150 H 1.09 -23.19 -6.07
151 H 1.35 -22.50 -4.44
152 H -1.47 -18.24 -4.97
153 H -2.06 -19.53 -5.59
154 C -10.96 -16.39 -0.80
155 C -9.64 -16.97 -1.37
156 C -9.71 -18.42 -1.71
157 O -10.55 -19.20 -0.89
158 C -10.62 -20.62 -1.04
159 N -9.21 -16.06 -2.40
160 H -11.77 -16.63 -1.49
161 H -10.68 -15.37 -0.52
162 H -11.30 -16.73 0.17
163 H -8.92 -16.90 -0.55
164 H -8.68 -18.77 -1.63
165 H -9.96 -18.47 -2.77
166 H -11.68 -20.74 -0.82
167 H -9.97 -21.07 -0.29
168 H -10.38 -20.97 -2.04
169 H -8.30 -16.44 -2.60
170 H -9.69 -16.34 -3.24
171 C -13.44 -18.41 -13.44
172 C -12.74 -19.12 -12.23
173 C -12.88 -18.49 -10.89
174 O -11.71 -18.89 -10.10
175 C -10.65 -17.91 -10.09
176 N -13.09 -20.49 -12.40
177 H -13.15 -17.37 -13.58
178 H -14.53 -18.52 -13.40
179 H -13.17 -18.88 -14.39
180 H -11.66 -19.09 -12.40
181 H -13.75 -18.86 -10.35
182 H -12.98 -17.41 -10.83
183 H -10.16 -17.79 -11.05
184 H -9.72 -18.17 -9.59
185 H -10.90 -16.94 -9.66
186 H -14.10 -20.54 -12.41
187 H -12.79 -20.71 -13.34

- LUMO (eV) = 0.370
- relative energy (zero: lowest compared OMol25 entry of this formula, charge and spin) (kJ/mol) = 770.5
- structure (SMILES) = COC[C@H](C)N.COC[C@H](C)N.COC[C@H](C)N.COC[C@H](C)N.COC[C@H](C)N.COC[C@H](C)N.COC[C@H](C)N.COC[C@H](C)N.COC[C@H](C)N.COC[C@H](C)N.COC[C@H](C)N
- 2S+1 = 1
- charge = 0

No. 2
DFT (ωB97M-V/def2-TZVPD) results for a 16-piece molecular cluster, C44H124F6N10O16 overall in a non-equilibrium geometry.

Geometry (Å):
1 N -0.35 -3.29 -3.44
2 H 0.58 -3.53 -3.11
3 H -0.24 -2.66 -4.23
4 H -0.91 -2.91 -2.69
5 H -0.80 -4.11 -3.81
6 N -3.81 -4.93 -2.30
7 H -3.29 -4.20 -1.84
8 H -3.19 -5.12 -3.07
9 H -4.77 -4.66 -2.50
10 H -3.80 -5.58 -1.53
11 C -1.74 -1.93 -0.28
12 O -0.71 -1.16 -0.96
13 O -2.14 -3.04 -1.06
14 C -1.30 -2.11 1.20
15 F -0.51 -3.15 1.41
16 F -0.70 -1.02 1.72
17 F -2.30 -2.32 2.06
18 C -0.88 0.25 -1.15
19 C 0.42 0.96 -1.68
20 H 1.07 1.26 -0.86
21 H 0.88 0.31 -2.43
22 H 0.04 1.83 -2.20
23 H -1.21 0.76 -0.24
24 H -1.67 0.44 -1.88
25 H -2.60 -1.25 -0.24
26 C -0.77 -0.46 -5.85
27 O -2.17 -0.35 -5.91
28 O -0.46 -1.83 -5.71
29 C -0.21 0.41 -7.05
30 F -0.64 1.66 -6.98
31 F 1.14 0.42 -7.11
32 F -0.58 -0.14 -8.21
33 C -3.00 -0.33 -4.70
34 C -4.35 0.27 -5.00
35 H -5.06 -0.05 -4.24
36 H -4.31 1.36 -5.06
37 H -4.68 -0.04 -5.99
38 H -2.62 0.20 -3.83
39 H -3.19 -1.37 -4.42
40 H -0.43 0.09 -4.98
41 C 2.77 -2.45 0.66
42 O 2.53 -2.01 -0.69
43 H 3.72 -2.98 0.63
44 H 2.95 -1.58 1.30
45 H 2.02 -3.10 1.10
46 H 1.76 -1.45 -0.78
47 C 3.05 -1.46 -4.90
48 O 3.24 -2.85 -5.18
49 H 2.13 -1.37 -4.32
50 H 3.82 -1.06 -4.23
51 H 2.98 -0.78 -5.74
52 H 3.02 -2.91 -6.11
53 C -3.75 -1.41 4.60
54 O -4.64 -0.51 5.22
55 H -3.68 -1.11 3.55
56 H -2.84 -1.20 5.16
57 H -4.05 -2.45 4.62
58 H -5.30 -1.00 5.71
59 C -5.28 -1.06 -1.24
60 O -6.49 -1.38 -1.78
61 H -4.44 -1.05 -1.94
62 H -5.26 -0.16 -0.62
63 H -5.02 -1.82 -0.50
64 H -7.18 -1.11 -1.16
65 C -3.07 -6.94 3.72
66 C -2.72 -5.47 3.24
67 C -1.82 -4.64 4.21
68 O -2.42 -4.62 5.51
69 C -1.54 -4.24 6.57
70 N -2.13 -5.57 1.91
71 H -3.90 -7.43 3.22
72 H -3.48 -6.88 4.73
73 H -2.24 -7.64 3.57
74 H -3.70 -5.00 3.17
75 H -1.68 -3.65 3.76
76 H -0.83 -5.09 4.26
77 H -1.07 -3.28 6.36
78 H -0.77 -4.99 6.74
79 H -2.10 -4.06 7.49
80 H -1.24 -6.01 2.09
81 H -1.90 -4.67 1.52
82 C -1.04 6.55 -0.08
83 C 0.02 5.48 -0.46
84 C 1.34 5.63 0.29
85 O 2.27 4.60 -0.07
86 C 3.48 4.74 0.60
87 N -0.58 4.16 -0.25
88 H -1.98 6.28 -0.57
89 H -0.86 7.57 -0.40
90 H -1.32 6.51 0.97
91 H 0.13 5.64 -1.53
92 H 1.17 5.60 1.36
93 H 1.71 6.60 -0.05
94 H 3.89 5.75 0.56
95 H 4.19 4.03 0.20
96 H 3.42 4.43 1.64
97 H -1.00 3.86 -1.12
98 H 0.21 3.53 -0.14
99 C 4.46 7.54 -2.53
100 C 4.28 6.07 -2.74
101 C 3.54 5.74 -4.10
102 O 3.42 4.33 -4.39
103 C 2.71 3.58 -3.42
104 N 5.64 5.45 -2.79
105 H 4.99 7.69 -1.59
106 H 3.49 8.01 -2.41
107 H 4.95 7.99 -3.40
108 H 3.70 5.78 -1.86
109 H 4.19 6.11 -4.89
110 H 2.55 6.18 -4.08
111 H 2.85 2.51 -3.59
112 H 1.66 3.83 -3.27
113 H 3.18 3.77 -2.46
114 H 6.24 5.91 -3.45
115 H 5.38 4.55 -3.16
116 C 1.44 -5.77 2.51
117 C 2.67 -6.64 2.72
118 C 3.81 -6.26 1.75
119 O 4.85 -7.23 1.97
120 C 5.96 -7.03 1.05
121 N 3.22 -6.65 4.11
122 H 1.64 -4.70 2.57
123 H 0.65 -6.02 3.22
124 H 1.17 -5.70 1.46
125 H 2.44 -7.67 2.48
126 H 4.14 -5.30 2.14
127 H 3.49 -6.14 0.72
128 H 6.35 -6.01 1.12
129 H 5.61 -7.27 0.05
130 H 6.73 -7.73 1.36
131 H 4.14 -6.99 3.89
132 H 3.52 -5.73 4.41
133 C 0.52 -0.85 5.01
134 C 0.26 -0.63 6.51
135 C 1.06 -1.66 7.33
136 O 0.67 -1.49 8.72
137 C 1.08 -2.53 9.59
138 N 0.48 0.76 6.79
139 H -0.12 -0.16 4.46
140 H 0.22 -1.85 4.71
141 H 1.56 -0.57 4.83
142 H -0.78 -0.84 6.76
143 H 2.14 -1.57 7.26
144 H 0.84 -2.67 6.98
145 H 0.87 -2.24 10.62
146 H 2.16 -2.69 9.56
147 H 0.53 -3.45 9.40
148 H 0.17 1.26 5.97
149 H -0.08 1.03 7.58
150 C -5.13 2.63 -1.23
151 C -3.67 2.99 -1.26
152 C -3.24 3.49 -2.63
153 O -1.85 3.70 -2.63
154 C -1.44 4.27 -3.84
155 N -3.58 4.06 -0.23
156 H -5.83 3.41 -1.50
157 H -5.53 2.35 -0.26
158 H -5.34 1.71 -1.77
159 H -3.06 2.12 -1.03
160 H -3.73 4.45 -2.74
161 H -3.50 2.91 -3.52
162 H -1.89 5.26 -3.93
163 H -1.74 3.67 -4.70
164 H -0.36 4.45 -3.86
165 H -2.59 4.18 -0.09
166 H -4.03 3.69 0.59
167 C -3.43 1.27 2.06
168 C -3.56 2.35 3.23
169 C -4.96 3.02 3.24
170 O -5.27 3.57 1.94
171 C -6.55 4.10 1.90
172 N -3.05 1.84 4.49
173 H -2.48 0.76 2.21
174 H -3.61 1.69 1.07
175 H -4.20 0.52 2.22
176 H -2.89 3.17 2.97
177 H -4.85 3.77 4.02
178 H -5.64 2.20 3.47
179 H -7.32 3.34 2.08
180 H -6.73 4.47 0.89
181 H -6.71 4.87 2.66
182 H -3.47 0.93 4.63
183 H -3.39 2.40 5.26
184 C 5.62 0.85 -5.67
185 C 6.65 1.57 -4.75
186 C 6.46 1.05 -3.31
187 O 5.14 1.26 -2.79
188 C 4.93 0.83 -1.41
189 N 7.99 1.35 -5.27
190 H 5.77 -0.22 -5.73
191 H 5.84 1.20 -6.68
192 H 4.60 1.11 -5.38
193 H 6.50 2.65 -4.76
194 H 7.18 1.46 -2.60
195 H 6.69 -0.02 -3.39
196 H 5.45 1.58 -0.82
197 H 5.35 -0.15 -1.16
198 H 3.88 0.98 -1.17
199 H 8.14 1.97 -6.05
200 H 8.57 1.71 -4.53

- LUMO (alpha / beta) (eV) = 1.847 / 1.829
- 2S+1 = 2
- charge = -1

| no. | E (eV) |
| --- | --- |
| 1 | -86491.2489 |
| 2 | -111595.4480 |